A cluster of 2 separate species, C7H6N2O3 in total, computed with the ωB97M-V functional and the def2-TZVPD basis.

Results
Orbital gap in eV: 9.94
LUMO in eV: -0.125
Electronic energy in eV: -16473.7042
ΔE to the lowest compared entry with this formula, charge and spin in kJ/mol: 517.2

Positions of all 18 atoms, in Å:
O -6.44463 0.73434 -0.65988
N -5.37399 0.30691 -0.37955
O -4.30873 0.54504 -0.71160
O -5.51600 -0.66113 0.72541
H -4.74151 -1.13036 0.88000
N -2.73553 -1.46319 0.60585
C -1.62589 -1.11759 0.49544
C -0.37175 -0.52713 0.25085
C 0.49290 -1.09873 -0.75077
C 1.66277 -0.49541 -1.05603
C 2.12495 0.58778 -0.27482
C 1.29960 1.17694 0.65898
C 0.03951 0.62286 0.90774
H 0.11684 -1.94799 -1.33575
H 2.20772 -0.99612 -1.71777
H 3.08010 1.01597 -0.63126
H 1.89941 1.86330 1.32549
H -0.71046 0.85014 1.60089

A structure of composition C52H38As2Cl2F4N4SSiW, computed with the ωB97M-V functional and the def2-TZVPD basis.

Results
Total charge: +2
⟨S²⟩: 2.4146
Multiplicity: 3
Orbital gap (spin up / spin down) in eV: 5.00 / 5.18
LUMO (spin up / spin down) in eV: -8.204 / -7.887
Electronic energy in eV: -238613.6723
ΔE to the lowest compared entry with this formula, charge and spin in kJ/mol: 70.5

Positions of all 105 atoms, in Å:
W 0.80478 0.74685 -0.16901
C 1.25736 -2.19826 -2.23582
C -0.18100 -2.19668 -1.71372
As -0.20464 -1.67277 0.17848
C 0.28028 -3.30818 1.09458
C 0.68136 -4.44484 0.40493
C 0.87419 -5.63340 1.09698
C 0.65940 -5.68579 2.46499
C 0.25521 -4.54736 3.14891
C 0.06881 -3.35626 2.46812
C -2.06917 -1.58991 0.69615
C -2.39011 -0.97051 1.90198
C -3.70369 -0.95999 2.34961
C -4.70042 -1.55202 1.58303
C -4.38229 -2.16317 0.37824
C -3.06575 -2.19034 -0.06359
As 2.18925 -0.48650 -1.99620
C 4.03677 -1.00723 -2.23727
C 4.31799 -1.72632 -3.39730
C 5.61777 -2.13199 -3.64990
C 6.63546 -1.80599 -2.76171
C 6.35561 -1.06935 -1.62206
C 5.05309 -0.66610 -1.35543
C 1.90156 0.43756 -3.67847
C 2.63936 1.59567 -3.90427
C 2.45706 2.31277 -5.07636
C 1.54011 1.87460 -6.02422
C 0.81023 0.71708 -5.80132
C 0.98623 -0.00206 -4.62519
H 1.87697 -2.92004 -1.70183
H 1.29063 -2.47208 -3.28984
H -0.63231 -3.18470 -1.81394
H -0.81105 -1.49455 -2.26605
H 0.82924 -4.43914 -0.66612
H 1.17926 -6.52108 0.55930
H 0.80321 -6.61530 2.99910
H 0.08712 -4.58543 4.21676
H -0.24563 -2.47526 3.01319
H -1.61170 -0.52726 2.51505
H -3.94564 -0.50998 3.30466
H -5.72297 -1.55891 1.93901
H -5.15545 -2.63837 -0.21102
H -2.82858 -2.69221 -0.99337
H 3.53772 -1.95874 -4.11257
H 5.83826 -2.69435 -4.54716
H 7.65016 -2.11883 -2.96744
H 7.14942 -0.79969 -0.93848
H 4.85137 -0.08136 -0.47069
H 3.37765 1.92957 -3.18263
H 3.03794 3.20790 -5.25470
H 1.40388 2.43052 -6.94198
H 0.10629 0.36700 -6.54452
H 0.39720 -0.89726 -4.46525
Cl -0.68231 1.69716 -2.21440
C -0.55033 3.41432 -1.89626
C -1.52559 4.24145 -2.40755
C -1.40066 5.60951 -2.19798
C -0.32181 6.12144 -1.49884
C 0.65364 5.26906 -1.00239
Cl 1.98022 5.93500 -0.13731
C 0.55857 3.88243 -1.18696
S 1.81415 2.83283 -0.55123
H -2.35412 3.83536 -2.97062
H -2.15176 6.28018 -2.59204
H -0.22474 7.18510 -1.33313
F -3.45092 1.08093 -0.18020
C -4.41945 1.55850 0.59401
C -5.69776 1.23983 0.31056
F -5.93344 0.44491 -0.71196
C -6.79961 1.73887 1.09638
C -6.42701 2.61426 2.18207
C -5.13819 2.92804 2.45451
F -4.87361 3.72467 3.47292
C -4.05011 2.39974 1.68881
C -2.72218 2.66172 1.99352
C -1.65242 2.02923 1.33818
N -0.69182 1.56700 0.88742
C -2.27083 3.54260 3.02822
N -1.80041 4.23353 3.81676
F -7.36929 3.12344 2.94155
C -8.10928 1.40545 0.83013
C -8.48924 0.54956 -0.24955
N -8.84546 -0.11979 -1.11308
C -9.21408 1.86684 1.60689
N -10.14902 2.19058 2.19196
C 1.57043 1.84894 3.18071
Si 2.38151 0.78997 1.86687
C 4.05452 1.53468 1.39695
C 2.70725 -0.92709 2.55675
C 2.61552 -1.15756 3.93268
C 3.07723 -2.34046 4.49558
C 3.63481 -3.32185 3.69003
C 3.70599 -3.12909 2.31676
C 3.24035 -1.94681 1.76449
H 2.24950 2.00768 4.02135
H 0.65366 1.40100 3.57155
H 1.32112 2.83289 2.77581
H 4.85396 0.93231 1.83216
H 4.14472 2.54608 1.79960
H 4.23331 1.60767 0.32334
H 2.21196 -0.39104 4.58460
H 3.01751 -2.48710 5.56632
H 4.00974 -4.23692 4.12938
H 4.12665 -3.89761 1.68057
H 3.31134 -1.81935 0.69046

A cluster of 2 separate species, H4NP3 in total, computed with the ωB97M-V functional and the def2-TZVPD basis.

Results
Orbital gap in eV: 6.29
LUMO in eV: -0.947
Electronic energy in eV: -29417.6406
ΔE to the lowest compared entry with this formula, charge and spin in kJ/mol: 194.3

Positions of all 8 atoms, in Å:
N 1.57611 2.12256 1.56066
P 0.99324 0.71465 1.62592
P -1.52802 -0.52965 -0.96542
P 0.21953 -1.51610 -0.14936
H -0.86137 0.48684 -1.73274
H 1.88624 2.71113 0.71113
H -1.84662 -1.58875 -1.72566
H -0.43911 -2.40069 0.67546

A cluster of 7 separate species, C11H24F3N3O11 in total, computed with the ωB97M-V functional and the def2-TZVPD basis.

Results
Total charge: +1
⟨S²⟩: 0.7505
Multiplicity: 2
Orbital gap (spin up / spin down) in eV: 4.16 / 9.09
LUMO (spin up / spin down) in eV: -3.190 / -3.669
Electronic energy in eV: -46930.9152

Positions of all 52 atoms, in Å:
N 3.63324 -0.50775 -1.20139
H 3.85088 -1.45803 -0.93738
H 2.79753 -0.08096 -0.82785
H 3.78666 -0.28817 -2.17522
H 4.36209 0.01305 -0.73485
N 2.74584 1.19081 2.40456
H 3.42687 0.74101 2.99952
H 2.01151 0.54350 2.15589
H 3.17146 1.77138 1.69612
H 2.30973 1.83268 3.05102
N 2.34586 -2.80042 2.34815
H 2.74301 -2.93462 1.42926
H 2.96949 -2.68228 3.13379
H 1.90886 -3.70843 2.41641
H 1.73865 -1.99347 2.33297
C -1.12206 0.05490 0.40892
C 0.32131 -0.30993 0.80280
O 0.53397 -0.72788 1.97763
O 1.26982 0.06388 0.09366
H -1.92370 -0.39957 0.99111
H -1.35730 -0.38501 -0.56022
H -1.12564 1.14253 0.33719
C -0.90351 2.72902 -4.01761
C -0.21975 2.16329 -2.76538
O 1.09776 2.06035 -3.25725
C 1.35433 2.97557 -4.14830
O 2.41342 3.29664 -4.67972
O 0.17164 3.48030 -4.56936
F -0.71820 0.98093 -2.46202
H -1.71379 3.36362 -3.65867
H -1.25466 1.86806 -4.58641
H -0.25617 2.81385 -1.89157
C -3.03026 -1.51069 -2.89797
C -2.29660 -2.69486 -2.17982
O -2.42161 -3.78983 -3.08548
C -3.35024 -3.51300 -3.94701
O -3.57439 -4.34654 -4.76071
O -3.89283 -2.38889 -3.71985
F -2.98993 -2.99338 -1.01239
H -2.34014 -0.98757 -3.55991
H -3.54538 -0.81988 -2.23048
H -1.26560 -2.35351 -2.08704
C -1.10127 0.16302 4.62075
C -1.75567 1.08512 3.59334
O -1.65213 2.34478 4.23908
C -0.41856 2.23981 4.84488
O 0.28490 3.20906 5.18196
O -0.11787 0.97870 5.16844
F -2.92413 0.48098 3.56052
H -0.86674 -0.80260 4.17278
H -1.80831 -0.14773 5.38992
H -1.30264 1.03833 2.60305

A structure of composition C19H25N3O4, computed with the ωB97M-V functional and the def2-TZVPD basis.

Results
Orbital gap in eV: 8.46
LUMO in eV: -0.236
Electronic energy in eV: -32746.3419
ΔE to the lowest compared entry with this formula, charge and spin in kJ/mol: 2436.4

Positions of all 51 atoms, in Å:
C -1.80005 -0.81952 -1.11153
O -0.72855 -1.30331 -1.72376
C -0.78352 -2.73023 -1.63133
C 0.69863 -3.29708 -2.11842
H 1.06423 -2.69295 -3.09275
H 0.68995 -4.46659 -2.24101
C 1.96940 -3.25830 -0.97382
N 1.99028 -1.69652 -0.84796
C 1.50204 -1.38757 0.35448
O 1.01457 -2.16676 1.28572
C 1.32657 -0.10106 0.72797
N 2.29569 0.93544 0.34059
O 2.01521 2.28135 1.15184
C 0.69728 1.82000 1.84287
C 0.49354 0.63353 1.64578
H -0.31252 -0.09820 2.27261
C 0.22123 3.05418 2.74383
O -1.15874 2.68541 2.98738
C -2.21403 2.58898 1.81341
C -3.41087 2.01707 2.28775
C -4.24407 1.92109 1.16479
C -3.93838 1.82930 -0.07040
N -2.78537 2.34336 -0.44318
C -1.83286 2.49592 0.60460
H -0.90396 3.06540 -0.11395
C -4.94451 1.83204 -1.19852
H -5.11636 0.84376 -1.05365
H -5.86331 2.42627 -1.24298
H -4.31557 1.83293 -2.08407
H -5.31278 1.57553 1.58129
H -3.69120 2.01370 3.18811
H 0.69714 3.20575 3.48016
H 0.20229 3.91381 2.02482
C 2.58079 -0.79877 -1.70058
H 2.61054 0.15373 -1.30307
C 3.67033 -1.39747 -2.29088
C 3.78330 -2.61675 -2.86896
C 3.13338 -3.83078 -1.47823
H 3.05770 -4.70784 -2.05875
H 3.87398 -3.87182 -0.87318
H 3.10114 -2.78934 -3.44387
H 4.75429 -3.36624 -2.95518
H 4.29973 -0.70030 -2.98216
H 4.67192 -1.26233 -1.29597
H 1.81301 -0.88629 -2.71620
H 1.54561 -3.56494 -0.13842
H -1.44541 -3.18246 -2.05413
H -0.73604 -2.94558 -0.39610
H -1.83464 -0.93463 -0.22945
H -1.63373 0.12816 -1.42646
H -2.72452 -1.14441 -1.68336

A cluster of 2 separate species, C2H4N2S3 in total, computed with the ωB97M-V functional and the def2-TZVPD basis.

Results
Orbital gap in eV: 8.31
LUMO in eV: 0.356
Electronic energy in eV: -37620.6336
ΔE to the lowest compared entry with this formula, charge and spin in kJ/mol: 365.7

Positions of all 11 atoms, in Å:
C 0.73577 -1.04207 -1.58985
C -0.41441 -0.11696 0.01453
N 1.01196 -0.40573 -2.59058
N -0.52286 -0.84289 0.99714
S -1.07573 -0.87022 2.52280
S -0.35673 1.58561 -0.18442
S -1.35805 1.18528 2.91870
H 0.75163 -2.04299 -1.29369
H 1.64379 -0.46999 -3.43773
H 0.09409 1.56649 -1.36533
H -0.50946 1.45347 4.00842

A cluster of 10 separate species, C5H31NO10 in total, computed with the ωB97M-V functional and the def2-TZVPD basis.

Results
Orbital gap in eV: 9.66
LUMO in eV: 0.093
Electronic energy in eV: -27652.7917
ΔE to the lowest compared entry with this formula, charge and spin in kJ/mol: 144.6

Positions of all 47 atoms, in Å:
C 0.77386 -0.97665 1.10264
N 0.61435 0.48048 1.09212
C 0.00640 1.02971 -0.16252
C 1.06613 1.75566 -1.00258
C -1.08676 1.99634 0.26079
C -2.44379 1.34583 0.53193
O -3.36670 1.48060 -0.54601
H 1.70928 -1.30352 1.53229
H 0.08138 -1.45312 1.80031
H 0.63023 -1.42714 0.11781
H 1.55625 0.85759 1.11110
H -0.33468 0.15479 -0.70820
H 1.24393 1.22476 -1.94907
H 2.06546 1.70033 -0.57706
H 0.78282 2.75874 -1.30302
H -0.78053 2.51424 1.16970
H -1.32418 2.79948 -0.42862
H -2.40688 0.27425 0.72397
H -2.92933 1.69576 1.44571
H -3.83579 2.31426 -0.63565
O -1.56564 0.31716 3.27291
H -0.87296 0.53543 2.61976
H -1.77282 -0.60105 3.05768
O 3.84306 -1.03650 0.27787
H 3.97376 -1.20669 1.21747
H 4.63288 -1.33585 -0.18705
O 2.23507 -2.23732 -2.47506
H 1.98748 -1.95227 -1.58770
H 1.55912 -1.78883 -3.01659
O -1.93691 -2.72645 -1.91775
H -1.02218 -3.03607 -1.93085
H -2.51296 -3.45875 -2.16265
O -0.06064 -0.78465 -3.12680
H 0.01894 -0.10989 -3.80345
H -1.01031 -0.89778 -2.89882
O 0.98737 0.82802 4.40509
H 1.15592 1.16730 3.52180
H 0.05045 0.61648 4.48386
O -2.06930 -2.45494 1.05407
H -1.97495 -3.01785 0.26688
H -1.66741 -1.66081 0.66470
O -2.65342 -0.09202 -2.67275
H -3.03824 -0.87745 -2.28198
H -2.77100 0.70161 -2.12284
O 4.11981 2.07328 0.97304
H 4.29600 1.19302 0.61189
H 4.04741 2.62046 0.18162

A structure of composition C62H78Cl2CsN7O2P2Si, computed with the ωB97M-V functional and the def2-TZVPD basis.

Results
Total charge: -2
Orbital gap in eV: 4.33
LUMO in eV: 3.477
Electronic energy in eV: -132138.8221
ΔE to the lowest compared entry with this formula, charge and spin in kJ/mol: 54.4

Positions of all 155 atoms, in Å:
Cs 0.17148 -0.98348 0.25208
Cl 4.74915 -6.62939 2.75537
C 3.37778 -5.83909 2.00251
C 3.12439 -4.51094 2.29471
C 2.06439 -3.79830 1.72965
N 1.89728 -2.42353 1.97493
C 2.04690 -1.96659 3.20900
O 2.11993 -2.58385 4.29203
C 2.19326 -0.44164 3.28164
C 2.63173 0.11978 4.47689
C 2.87694 1.48165 4.52542
C 2.65937 2.24808 3.39032
C 2.17362 1.61640 2.25782
N 1.95691 0.29823 2.19320
C 1.23225 -4.46559 0.79215
C 1.48170 -5.82497 0.54809
C 2.53513 -6.50575 1.12790
Cl 2.77760 -8.19481 0.72560
N 0.31276 -3.77108 0.01458
C -0.84966 -4.29809 -0.32378
O -1.53519 -5.16978 0.24608
C -1.37325 -3.79056 -1.67723
C -2.35708 -4.54017 -2.31966
C -2.74331 -4.19228 -3.60133
C -2.14328 -3.09973 -4.21240
C -1.19422 -2.39581 -3.48961
N -0.81681 -2.72066 -2.25251
H 3.75200 -4.00809 3.01894
H 2.77264 -0.53976 5.32107
H 3.23169 1.94506 5.43920
H 2.82407 3.31745 3.38316
H 1.94928 2.18208 1.35945
H 0.82839 -6.35274 -0.13487
H -2.78174 -5.37792 -1.78474
H -3.49896 -4.76838 -4.12386
H -2.40563 -2.79224 -5.21709
H -0.71900 -1.52177 -3.91797
C 0.66040 3.54593 -0.93815
Si -0.98599 2.87254 -0.14460
C -0.82049 3.53367 1.68894
C -0.03056 4.62496 2.08124
C 0.22952 4.91368 3.41438
C -0.28459 4.09250 4.41078
C -1.07403 3.00373 4.06481
C -1.36390 2.71866 2.72694
P -2.45935 1.31882 2.20510
C -4.14101 2.14388 2.37919
C -4.58861 2.46217 3.81871
C -5.68940 3.54162 3.86468
C -6.56551 3.46802 2.61650
C -5.73400 3.82305 1.37038
C -4.26059 3.40960 1.52748
C -2.50075 0.18661 3.66778
C -1.11294 -0.44396 3.85262
C -1.11023 -1.49888 4.96068
C -2.14429 -2.58636 4.67617
C -3.53625 -1.98594 4.47950
C -3.53185 -0.91633 3.38537
C -2.14058 4.13734 -1.08050
C -2.44286 5.43947 -0.66902
C -3.41970 6.20937 -1.29632
C -4.13289 5.67891 -2.35990
C -3.84876 4.38772 -2.80055
C -2.85132 3.61797 -2.19924
P -2.41266 1.85678 -2.61751
C -3.84810 1.04760 -1.72906
C -3.53535 -0.39937 -1.29008
C -4.81121 -1.23209 -1.05725
C -5.92138 -0.34966 -0.49724
C -6.35256 0.70227 -1.53195
C -5.19125 1.12209 -2.45727
C -2.74170 1.46743 -4.44250
C -1.36595 1.24288 -5.10582
C -0.69426 2.55404 -5.50212
C -1.56541 3.30350 -6.50700
C -2.94674 3.57115 -5.91212
C -3.61382 2.28507 -5.40651
H 0.75528 4.64175 -0.86449
H 0.65229 3.29217 -2.00624
H 1.56004 3.08554 -0.50902
H 0.41412 5.25415 1.31330
H 0.85065 5.76372 3.67862
H -0.06167 4.29009 5.45270
H -1.45408 2.36212 4.85360
H -4.82573 1.39828 1.95980
H -3.73056 2.80159 4.40443
H -4.95850 1.55072 4.29733
H -5.23298 4.53629 3.91673
H -6.28745 3.42722 4.77283
H -7.43171 4.12888 2.70347
H -6.96033 2.44946 2.52517
H -5.78518 4.89879 1.17897
H -6.15728 3.33198 0.48930
H -3.68530 4.21132 2.00336
H -3.80715 3.27685 0.54295
H -2.77980 0.68911 4.60095
H -0.36819 0.32593 4.06172
H -0.80211 -0.92559 2.91302
H -1.35214 -1.01093 5.91501
H -0.11398 -1.93640 5.05564
H -2.15908 -3.31959 5.48679
H -1.84917 -3.12807 3.77014
H -3.86550 -1.52758 5.42171
H -4.26087 -2.76798 4.23515
H -4.53407 -0.49185 3.26960
H -3.28059 -1.38876 2.42637
H -1.92429 5.84677 0.19626
H -3.63821 7.21260 -0.94292
H -4.91812 6.25438 -2.83882
H -4.44530 3.98043 -3.60521
H -3.93524 1.64604 -0.81858
H -2.98162 -0.37244 -0.34092
H -2.90580 -0.90113 -2.03160
H -4.59060 -2.05220 -0.37125
H -5.14735 -1.69557 -1.99310
H -5.54430 0.14701 0.40262
H -6.78064 -0.94742 -0.18280
H -6.75141 1.58234 -1.01995
H -7.16911 0.30064 -2.14126
H -5.37026 2.13354 -2.83236
H -5.16677 0.46062 -3.33041
H -3.19378 0.47634 -4.32769
H -1.49595 0.63043 -6.01051
H -0.72114 0.68951 -4.42601
H 0.30018 2.36359 -5.91365
H -0.55390 3.17069 -4.60451
H -1.66238 2.69714 -7.41743
H -1.09670 4.24725 -6.79967
H -3.59549 4.05273 -6.64920
H -2.82326 4.27576 -5.08865
H -3.80910 1.65094 -6.28461
H -4.59114 2.50285 -4.97133
C 5.89368 -2.09170 -0.63959
C 4.86704 -1.74013 0.41506
N 3.68553 -1.21937 -0.24004
C 3.72355 -0.34185 -1.29311
N 2.68896 0.38374 -1.53511
C 2.67769 1.24305 -2.70790
C 3.64404 0.78661 -3.78773
C 4.99973 0.57047 -3.14831
N 4.87802 -0.40032 -2.08106
C 6.12681 -0.87233 -1.50930
H 5.50967 -2.90839 -1.25584
H 6.82922 -2.41245 -0.17794
H 5.29817 -1.00980 1.11564
H 4.57136 -2.61413 0.99190
H 2.86543 -1.15193 0.34888
H 2.92139 2.27048 -2.41618
H 1.65705 1.28458 -3.09847
H 3.71299 1.52300 -4.59252
H 3.30254 -0.16069 -4.21636
H 5.39500 1.52982 -2.77856
H 5.72227 0.18006 -3.86898
H 6.61259 -0.08299 -0.91321
H 6.80023 -1.10516 -2.33736

> electronic energy of number 6 (C2H4N2S3)?

-37620.6336 eV